Formula: C2H26O12
Source: the Open Molecules 2025 dataset
Level of theory: ωB97M-V with the def2-TZVPD basis set

Positions of all 40 atoms, in Å:
O (-2.563, -2.348, 1.440)
C (-2.818, -0.943, 1.376)
C (-1.741, -0.082, 1.941)
O (-2.126, 1.299, 1.604)
H (-2.761, -2.570, 2.355)
H (-2.821, -0.821, 0.284)
H (-3.733, -0.593, 1.679)
H (-0.823, -0.293, 1.486)
H (-1.625, -0.192, 3.038)
H (-2.218, 1.425, 0.676)
O (0.538, 0.411, -0.580)
H (0.965, -0.387, -0.198)
H (0.300, 0.285, -1.466)
O (0.680, 3.032, -1.184)
H (0.450, 2.211, -0.851)
H (0.112, 3.583, -0.609)
O (1.173, 1.703, 1.656)
H (1.103, 1.340, 0.782)
H (0.362, 2.163, 1.704)
O (-0.563, 0.962, -3.182)
H (-1.205, 1.454, -3.645)
H (0.188, 1.562, -3.150)
O (-2.714, 1.317, -0.962)
H (-2.920, 0.746, -1.671)
H (-2.106, 2.010, -1.257)
O (2.562, -1.912, -2.016)
H (2.957, -1.056, -2.003)
H (1.790, -1.590, -2.541)
O (0.408, -1.641, -3.662)
H (0.072, -0.745, -3.551)
H (-0.298, -2.207, -3.404)
O (1.387, -0.479, 3.321)
H (2.147, -0.413, 3.960)
H (1.361, 0.247, 2.702)
O (1.215, -1.646, 0.953)
H (1.360, -1.466, 1.831)
H (1.171, -2.626, 0.931)
O (3.877, -0.809, 0.702)
H (3.829, 0.175, 0.655)
H (3.028, -1.088, 0.867)

Output
* 2S+1: 1
* energy above the lowest of the compared OMol25 structures with the same formula, charge and spin: 136.4 kJ/mol
* Kohn-Sham gap: 9.6 eV
* total energy: -994.623580 Eh
* E_LUMO: -0.3725 eV

Table of Mulliken atomic charges, one value per atom, all in e: O -0.548; C -0.526; C 0.201; O -0.584; H 0.321; H 0.027; H 0.484; H 0.056; H 0.335; H 0.423; O -0.308; H 0.151; H 0.185; O -0.576; H 0.241; H 0.398; O -0.706; H 0.317; H 0.331; O -0.707; H 0.277; H 0.281; O -0.651; H 0.263; H 0.291; O -0.599; H 0.322; H 0.308; O -0.694; H 0.361; H 0.331; O -0.667; H 0.274; H 0.441; O -0.609; H 0.279; H 0.251; O -0.649; H 0.330; H 0.346